This record from OMol25 describes a structure of composition C35H91BrO17Si2 at a distorted geometry. The level of theory is the ωB97M-V functional and the def2-TZVPD basis.

The energy above the lowest of the compared OMol25 structures with the same formula, charge and spin is 38.43 kcal/mol. Its frontier orbital gap is 9.54 eV.

```
! wB97M-V def2-TZVPD RIJCOSX def2/J DEFGRID3
* xyz 0 1
Br 2.90 -1.72 2.35
Si -1.39 -2.02 2.10
Si -3.17 0.30 2.17
O 2.27 -5.07 -9.28
O -8.08 4.01 -0.96
O -5.63 6.21 3.73
O 1.76 -5.28 -1.96
O 3.28 6.46 1.35
O 4.96 1.92 3.53
O -6.34 9.06 4.08
O -5.63 2.89 0.27
O 9.25 -5.59 0.46
O 1.28 4.92 2.90
O 3.17 -5.12 -6.47
O 4.39 -5.28 -0.60
O 5.86 1.87 6.35
O 7.96 -7.58 -1.32
O -9.14 -2.07 -4.32
O -8.77 -0.62 -1.76
O -2.07 -0.71 3.10
C 2.43 -5.63 -3.16
C 0.32 5.26 1.91
C 2.11 -6.14 -0.87
C -7.20 8.07 3.50
C 2.47 4.37 2.33
C 8.39 -6.04 1.50
C -10.09 -1.16 -3.75
C 4.21 1.36 4.62
C -8.01 2.75 -0.30
C 1.52 -5.63 -8.20
C 4.51 2.09 5.93
C 4.57 -3.94 -1.05
C -4.68 6.37 4.78
C 6.70 2.98 6.05
C 3.60 5.41 2.27
C -6.95 2.76 0.81
C -7.37 -0.77 -1.93
C 3.41 -5.85 -9.62
C -9.05 -3.28 -3.59
C -5.13 4.22 0.39
C -7.40 4.01 -2.21
C 0.15 -1.41 1.05
C -5.25 9.39 3.22
C 6.10 1.14 3.20
C 2.82 7.63 2.01
C -9.40 -0.07 -2.92
C 1.18 -0.72 2.16
C 3.13 -5.47 0.06
C 6.94 -6.62 -1.57
C 1.82 -4.90 -6.89
C 9.27 -7.03 -1.52
C -6.93 6.69 4.10
C 4.01 -4.01 -6.76
C 9.93 -6.67 -0.18
C 1.37 0.87 1.77
H 6.82 -6.48 -2.65
H -2.52 1.52 1.68
H 3.32 -6.13 0.91
H 0.46 -5.50 -8.44
H 6.56 3.34 5.03
H 5.05 -4.33 -6.65
H -7.05 6.70 5.18
H -4.20 0.77 3.13
H 2.51 1.12 2.00
H -8.23 8.36 3.74
H 2.27 3.94 1.34
H 3.98 -6.15 -8.73
H -4.51 9.95 3.81
H 6.75 1.73 2.56
H 4.51 4.92 1.90
H 1.60 -3.83 -6.97
H 2.49 -7.10 -1.24
H -5.60 10.03 2.40
H -0.81 -2.98 3.07
H -4.76 8.50 2.82
H -9.92 -3.91 -3.81
H -8.00 3.48 -2.96
H 4.29 3.16 5.85
H 7.78 -6.89 1.20
H -4.25 4.32 -0.26
H 1.97 -6.53 -3.59
H -6.98 1.79 1.33
H 3.15 1.49 4.38
H 3.09 -6.74 -10.17
H -0.44 5.89 2.38
H 2.79 3.55 2.99
H -3.83 -0.39 1.07
H -6.41 3.55 -2.14
H -7.28 5.05 -2.54
H 2.75 -4.52 0.44
H 2.07 7.41 2.78
H 1.17 -5.31 -6.10
H 2.36 8.29 1.27
H -7.65 5.98 3.68
H -7.12 -1.23 -2.88
H -6.99 -1.41 -1.12
H -8.68 0.49 -3.53
H 7.72 -5.21 1.77
H 1.20 -6.33 -0.30
H 9.87 -7.81 -2.00
H 7.74 2.66 6.17
H -6.88 0.21 -1.85
H -7.10 8.06 2.41
H -4.85 5.61 5.55
H 4.40 0.28 4.71
H 3.87 -3.65 -7.78
H -3.68 6.23 4.37
H 0.65 -0.73 3.23
H 8.99 -6.30 2.38
H 4.81 -3.30 -0.20
H -10.83 -1.70 -3.14
H 0.72 1.51 2.53
H -10.62 -0.69 -4.58
H 10.95 -6.33 -0.38
H 3.81 -3.20 -6.05
H -8.99 -3.11 -2.51
H 6.66 0.84 4.09
H 5.78 0.24 2.65
H 0.76 5.80 1.08
H 2.31 -4.81 -3.87
H 3.82 5.81 3.27
H -8.99 2.57 0.15
H -4.73 7.36 5.24
H 9.24 -6.17 -2.19
H 6.50 3.79 6.76
H 1.71 -6.70 -8.11
H -0.20 -0.67 0.21
H 1.07 1.10 0.65
H 9.99 -7.54 0.48
H 0.68 -2.35 0.54
H 7.14 -5.66 -1.09
H -7.15 3.54 1.54
H -4.83 4.41 1.42
H -5.87 4.96 0.07
H -0.16 4.34 1.54
H 3.67 8.15 2.46
H 3.86 1.67 6.71
H 3.68 -3.55 -1.56
H 5.41 -3.92 -1.75
H -2.37 -2.67 1.24
H 3.50 -5.80 -3.00
H -10.16 0.63 -2.57
H 6.00 -7.01 -1.17
H 4.06 -5.25 -10.26
H -8.15 -3.81 -3.91
H -7.82 1.94 -1.02
*
```